(1)
# C49H39AlF3O8S

A molecular structure, C49H39AlF3O8S in a non-equilibrium geometry (the ωB97M-V functional and the def2-TZVPD basis, the OMol25 dataset).

```
! RIJCOSX wB97M-V def2-TZVPD def2/J DEFGRID3
* xyz -1 1
C 4.77491 1.30187 12.04899
C 3.67137 2.09737 11.11332
C 2.37338 1.10479 10.75957
O 2.91973 0.03490 9.88736
C 2.03266 -0.04801 8.71626
Al 2.54240 1.30318 7.20638
S 1.20520 0.68504 5.40030
C 4.47513 0.97114 6.65331
C 5.41006 2.28185 6.41157
O 6.55644 2.16582 7.37355
C 4.72065 3.73408 6.70207
F 5.79126 4.76250 6.41457
F 3.59732 4.08931 5.78085
F 4.37506 3.96640 8.15489
H 4.35258 1.06757 13.11564
H 5.77046 1.95319 12.07799
H 5.03286 0.30076 11.45437
H 3.26610 3.08765 11.59524
H 4.20677 2.27283 10.06652
H 1.58211 1.78701 10.21464
H 1.97365 0.62685 11.76302
H 2.12814 -1.12071 8.21200
H 0.88136 0.06981 8.98571
H 2.17516 2.78644 7.60590
H 1.87206 0.95435 4.19425
H 4.97249 0.28881 7.47363
H 4.46335 0.33061 5.64619
H 5.89597 2.33006 5.32664
H 6.93562 1.24688 7.15358
C -2.07188 3.42215 -3.33299
C -0.68201 3.46882 -3.22769
C -0.03720 2.79291 -2.19056
C -0.78570 2.07754 -1.24797
C -2.17679 2.05127 -1.33914
C -2.82097 2.71565 -2.39097
C -2.97923 1.34123 -0.32228
O -4.20108 1.31470 -0.40363
C -2.28884 0.67159 0.79799
C -3.03992 0.04401 1.80042
C -2.39462 -0.60314 2.85640
C -1.00137 -0.63354 2.90940
C -0.25071 -0.00439 1.91516
C -0.89634 0.65787 0.86258
C -0.09399 1.35085 -0.16473
O 1.13049 1.32856 -0.11640
H -2.57385 3.94128 -4.14653
H -0.09906 4.03000 -3.95462
H 1.04850 2.82948 -2.11767
H -3.90586 2.68822 -2.47637
H -4.12807 0.06039 1.76481
H -2.97981 -1.08531 3.63649
H -0.49838 -1.14378 3.72798
H 0.83661 -0.02809 1.96579
C -5.24793 -8.42321 -1.90153
C -5.32270 -8.20761 -0.52569
C -5.37921 -6.90596 -0.02491
C -5.34860 -5.81531 -0.90242
C -5.24905 -6.03048 -2.27644
C -5.21028 -7.33795 -2.77816
C -5.16600 -4.88707 -3.20799
O -5.08211 -5.07523 -4.41538
C -5.17664 -3.51481 -2.66316
C -5.04028 -2.42278 -3.53018
C -5.06272 -1.12116 -3.02463
C -5.23034 -0.90644 -1.65691
C -5.36079 -1.99258 -0.79022
C -5.32401 -3.29967 -1.29370
C -5.42688 -4.44244 -0.36480
O -5.56957 -4.25469 0.83794
H -5.21317 -9.43778 -2.29240
H -5.33923 -9.05328 0.15823
H -5.44274 -6.74537 1.05006
H -5.14632 -7.51384 -3.85054
H -4.91220 -2.58166 -4.59975
H -4.95142 -0.27482 -3.69902
H -5.25512 0.10755 -1.26369
H -5.48641 -1.81733 0.27696
C 3.79210 2.28396 -11.59148
C 3.97348 3.46184 -10.86711
C 3.54271 3.53989 -9.54174
C 2.91723 2.44009 -8.94200
C 2.71386 1.27091 -9.67397
C 3.16278 1.18851 -10.99851
C 2.01094 0.12199 -9.06736
O 1.83504 -0.90670 -9.70852
C 1.51573 0.23386 -7.68088
C 0.79697 -0.82621 -7.11300
C 0.33657 -0.73396 -5.79777
C 0.59987 0.40995 -5.04475
C 1.31079 1.46975 -5.60976
C 1.76106 1.38507 -6.93393
C 2.48097 2.52565 -7.53406
O 2.70877 3.53323 -6.87444
H 4.13606 2.21996 -12.62149
H 4.45257 4.31991 -11.33335
H 3.69234 4.46092 -8.98075
H 3.01969 0.27425 -11.57183
H 0.58988 -1.72413 -7.69305
H -0.22586 -1.55613 -5.36052
H 0.24762 0.47914 -4.01784
H 1.50834 2.36163 -5.01738
*
```

Computed properties:
LUMO energy: -0.1 eV
highest occupied orbital energy: -0.1732 Eh
HOMO-LUMO gap: 4.61 eV

(2)
# C49H41N11O2P2S4Se2Tl

A molecular structure, C49H41N11O2P2S4Se2Tl (the ωB97M-V functional and the def2-TZVPD basis, the OMol25 dataset).

```
! RIJCOSX wB97M-V def2-TZVPD def2/J DEFGRID3
* xyz 1 1
Tl 0.72741 0.65830 0.12850
Se -2.06248 7.28188 1.88721
P -3.09609 5.59578 1.21882
C -4.27895 4.95887 2.43971
C -4.77449 3.65991 2.39546
C -5.70472 3.23182 3.33195
C -6.13924 4.09780 4.32609
C -5.62339 5.38515 4.39433
C -4.69434 5.81635 3.45591
C -4.06834 5.94043 -0.28448
C -3.70525 7.02554 -1.07902
C -4.41910 7.31084 -2.23693
C -5.50403 6.52267 -2.59949
C -5.87925 5.45375 -1.79807
C -5.16393 5.16445 -0.64261
C -1.94042 4.20080 0.78776
C -1.85405 2.93204 0.16301
N -0.53450 2.58518 0.23070
N 0.13572 3.53415 0.84072
N -0.67285 4.50138 1.17430
P -2.78178 1.93521 -1.00927
Se -1.64821 0.18640 -1.58079
C -4.35664 1.33403 -0.38655
C -4.30983 0.44291 0.68673
C -5.48321 -0.07575 1.20500
C -6.70608 0.28822 0.65141
C -6.75294 1.15849 -0.42704
C -5.57707 1.67950 -0.95522
C -3.01534 2.93270 -2.49518
C -2.39959 4.17659 -2.61703
C -2.50345 4.88233 -3.81091
C -3.21749 4.35036 -4.87401
C -3.81167 3.09789 -4.75977
C -3.70324 2.38330 -3.57893
H -4.42026 2.96995 1.64509
H -6.08406 2.21764 3.28754
H -6.87570 3.76787 5.04944
H -5.93582 6.05548 5.18627
H -4.27833 6.81375 3.51174
H -2.87316 7.64852 -0.77281
H -4.13554 8.16148 -2.84661
H -6.07135 6.75434 -3.49460
H -6.74550 4.85609 -2.06537
H -5.48567 4.35980 0.00241
H -3.35135 0.16599 1.11449
H -5.44662 -0.76270 2.04277
H -7.62641 -0.10851 1.06432
H -7.70625 1.43811 -0.86068
H -5.61304 2.35590 -1.79616
H -1.84264 4.59899 -1.78853
H -2.02856 5.85172 -3.89872
H -3.31365 4.91123 -5.79639
H -4.35282 2.67420 -5.59693
H -4.13644 1.39166 -3.50343
N 0.38411 -3.77504 -0.49050
C 1.14042 -3.67071 -1.64942
C 1.64379 -4.61729 -2.53508
C 2.38680 -4.13536 -3.59470
C 2.62318 -2.75961 -3.76448
C 2.11283 -1.82688 -2.88555
C 1.35435 -2.30178 -1.81674
N 0.73043 -1.61656 -0.78377
C 0.17775 -2.51984 -0.01829
C -0.52654 -2.18098 1.21444
C -1.08108 -3.01311 2.13055
S -1.71603 -2.10216 3.42368
C -1.20430 -0.65889 2.67641
N -0.60648 -0.84394 1.53430
H 0.05552 -4.62660 -0.07168
H 1.46819 -5.67789 -2.40252
H 2.79982 -4.83339 -4.31099
H 3.22270 -2.43255 -4.60425
H 2.30243 -0.76442 -3.00656
H -1.15557 -4.09241 2.11831
H -1.33163 0.31943 3.13313
N 4.50218 6.65449 4.05699
C 3.69304 5.53854 4.05958
C 2.37667 5.61281 3.58656
C 1.59157 4.48326 3.50688
C 2.11663 3.25582 3.90637
C 3.40085 3.17424 4.44106
C 4.18168 4.30707 4.51669
S 1.18450 1.80490 3.65949
O -0.19175 2.18629 3.47970
O 1.50629 0.86241 4.70073
N 1.62850 1.13547 2.22008
C 2.67084 0.28430 2.07984
S 3.98552 -0.10072 3.14450
C 4.64904 -1.17206 1.95463
C 3.85623 -1.19686 0.86904
N 2.73629 -0.39216 0.94309
H 4.06217 7.55426 3.98344
H 5.33982 6.63052 4.60960
H 1.96756 6.57101 3.27840
H 0.57208 4.55828 3.15072
H 3.76539 2.24027 4.84403
H 5.17789 4.25003 4.94317
H 5.56895 -1.70673 2.14425
H 4.01691 -1.79133 -0.02130
C 3.92847 3.53916 -3.50653
N 2.59347 2.97219 -3.66399
C 1.82420 2.97566 -4.82520
C 0.66006 2.37713 -4.53040
N 0.73236 2.00849 -3.19437
C 1.91797 2.36774 -2.66498
S 2.53051 2.15130 -1.08407
H 4.20951 4.03180 -4.43181
H 4.64602 2.75379 -3.27365
H 3.93082 4.25938 -2.69104
H 2.18042 3.40248 -5.74771
H -0.20962 2.17985 -5.13559
H -0.02303 1.56261 -2.66784
*
```

Computed properties:
ΔE to the lowest compared entry with this formula, charge and spin: 118.62 kJ/mol
LUMO energy: -2.8 eV
highest occupied orbital energy: -0.3456 Eh
HOMO-LUMO gap: 6.62 eV

(3)
# C49H42Br4N5O5S2SbSiTi

A molecular structure, C49H42Br4N5O5S2SbSiTi in a non-equilibrium geometry (the ωB97M-V functional and the def2-TZVPD basis, the OMol25 dataset).

```
! RIJCOSX wB97M-V def2-TZVPD def2/J DEFGRID3
* xyz -2 3
Ti -1.50960 0.04100 -0.67814
N 4.91780 -2.85900 6.07306
C 4.18390 -2.40930 4.95946
C 4.47310 -2.90940 3.69626
C 3.69480 -2.56420 2.61116
C 2.61470 -1.68840 2.76556
C 2.34890 -1.15440 4.02776
C 3.12780 -1.51720 5.10786
S 0.10880 -1.32910 1.53016
O 1.91090 -1.33740 1.67446
O -0.33240 -1.36700 2.90166
N -0.05940 0.17070 0.86456
C -0.90320 1.02250 1.47856
N -0.82600 1.36590 2.74506
C -1.73450 2.25510 3.18646
C -2.70650 2.80430 2.36486
C -2.74880 2.37800 1.04756
N -1.84380 1.48180 0.58966
H 5.84340 -3.17740 5.82206
H 4.93760 -2.18440 6.82326
H 5.31800 -3.57870 3.58246
H 3.94260 -2.93460 1.62736
H 1.53720 -0.45590 4.14466
H 2.94180 -1.09690 6.08746
H -1.63610 2.52810 4.22736
H -3.41490 3.53270 2.73246
H -3.48220 2.74080 0.33176
Br -3.10230 -6.44900 -2.34614
C -2.74520 -4.88180 -1.36344
C -2.67370 -4.93070 0.01596
Br -2.97080 -6.54870 0.92306
C -2.39640 -3.76820 0.73826
Br -2.34590 -3.78770 2.62906
C -2.19830 -2.56140 0.09026
O -1.95560 -1.42440 0.68776
C -2.26790 -2.50060 -1.34194
O -2.07680 -1.35350 -1.89504
C -2.55390 -3.67760 -2.03114
Br -2.63680 -3.56320 -3.91344
C 0.14800 2.87000 -1.78154
Si -1.51970 2.59920 -2.66374
C -1.13780 2.35440 -4.54054
C -2.44200 4.27370 -2.33854
N -2.43510 1.29140 -2.00834
C -3.76960 1.23680 -2.23154
C -4.41670 1.91610 -3.28364
C -5.78990 1.98200 -3.40384
C -6.60570 1.34400 -2.48754
C -6.01210 0.61380 -1.46444
C -4.63750 0.53690 -1.35064
O -4.01040 -0.10580 -0.29034
C -4.73490 -0.95610 0.50566
C -4.66620 -0.76050 1.88376
C -5.34920 -1.60690 2.73696
C -6.10910 -2.64850 2.22986
C -6.16550 -2.85420 0.85946
C -5.47850 -2.01840 -0.00494
H 0.43070 3.91980 -1.73594
H 0.90860 2.32800 -2.33294
H 0.12700 2.47420 -0.76484
H -0.60500 3.19740 -4.97124
H -2.03270 2.18950 -5.13304
H -0.51650 1.46950 -4.65164
H -2.04300 5.09110 -2.93064
H -2.33580 4.54770 -1.29204
H -3.50350 4.20340 -2.54594
H -3.80470 2.41820 -4.01204
H -6.22510 2.55650 -4.21284
H -7.68350 1.41630 -2.54554
H -6.63830 0.11940 -0.73434
H -4.05800 0.04860 2.26376
H -5.27970 -1.45920 3.80396
H -6.64740 -3.30660 2.89746
H -6.73850 -3.67960 0.45906
H -5.50850 -2.18140 -1.07604
S 0.59830 -0.24640 -2.00054
Sb 2.50860 0.13260 -0.61874
C 3.21270 -1.81690 -1.51314
C 2.83640 -3.01570 -0.92424
C 3.18980 -4.22540 -1.50264
C 3.92560 -4.24610 -2.67494
C 4.28760 -3.05390 -3.27594
C 3.91930 -1.84620 -2.70644
C 2.94860 2.13310 1.20236
C 3.98060 3.05570 1.15066
C 4.31680 3.79530 2.27916
C 3.63980 3.59200 3.47066
C 2.63210 2.64630 3.53156
C 2.28960 1.92240 2.39916
C 3.96180 1.33330 -1.81154
C 5.26900 0.87780 -1.90214
C 6.27010 1.66270 -2.44724
C 5.99520 2.95410 -2.86324
C 4.71160 3.44630 -2.71244
C 3.71200 2.64220 -2.19314
H 2.25380 -3.00200 -0.01074
H 2.88890 -5.15420 -1.03764
H 4.19900 -5.18840 -3.13214
H 4.85590 -3.05800 -4.19684
H 4.17560 -0.91940 -3.19934
H 4.52930 3.21820 0.23126
H 5.11660 4.52710 2.22386
H 3.90090 4.17190 4.34916
H 2.11100 2.46390 4.46246
H 1.48710 1.20480 2.45716
H 5.51180 -0.11120 -1.53834
H 7.27420 1.27000 -2.53934
H 6.77930 3.57840 -3.27104
H 4.49230 4.46820 -2.98874
H 2.72440 3.05580 -2.06574
*
```

Computed properties:
ΔE to the lowest compared entry with this formula, charge and spin: 254.79 kJ/mol
LUMO energy (alpha / beta): 3.9 / 3.9 eV
highest occupied orbital energy (alpha / beta): -0.0535 / -0.0977 Eh
HOMO-LUMO gap (alpha / beta): 5.35 / 6.55 eV

(4)
# C49H44As2NO15PRe

A molecular structure, C49H44As2NO15PRe in a non-equilibrium geometry (the ωB97M-V functional and the def2-TZVPD basis, the OMol25 dataset).

```
! RIJCOSX wB97M-V def2-TZVPD def2/J DEFGRID3
* xyz 0 2
Re 0.34344 -0.19961 -0.02780
O 0.38861 3.00094 2.11638
C 1.08709 2.32279 1.38811
O 0.66384 1.76604 0.30462
C 2.57501 2.22525 1.63078
C 3.16834 3.35077 2.18757
C 4.53787 3.41599 2.36264
C 5.32380 2.34702 1.96805
C 4.73964 1.21692 1.42515
C 3.36166 1.13588 1.25813
P 2.66987 -0.39698 0.55293
C 3.29603 -1.90064 1.35586
C 4.66530 -2.14906 1.30559
C 5.20046 -3.24094 1.96283
C 4.36781 -4.12254 2.63214
C 2.99640 -3.92662 2.61062
C 2.45774 -2.81689 1.97907
C 3.51029 -0.44453 -1.06902
C 3.83298 0.73984 -1.72323
C 4.31590 0.71409 -3.01734
C 4.47795 -0.49699 -3.67027
C 4.13671 -1.67950 -3.03302
C 3.63926 -1.65595 -1.74382
H 2.52091 4.16716 2.46698
H 4.99354 4.29321 2.79497
H 6.39765 2.38801 2.06667
H 5.37099 0.40224 1.11090
H 5.31379 -1.50936 0.72702
H 6.26761 -3.40760 1.94498
H 4.79088 -4.96804 3.15614
H 2.34643 -4.64479 3.08897
H 1.38957 -2.67235 1.93657
H 3.70695 1.68092 -1.20792
H 4.56991 1.63828 -3.51526
H 4.86786 -0.51227 -4.67651
H 4.26363 -2.62097 -3.54719
H 3.35190 -2.57622 -1.25496
C -2.97533 -0.64026 3.15744
C -1.53230 -0.41271 2.76186
O -1.31727 -0.02822 1.60663
C -0.51360 -0.59543 3.77544
C -0.85592 -0.91798 5.10274
C 0.07183 -0.90765 6.11195
C 1.40203 -0.58953 5.82471
C 1.79602 -0.35447 4.53525
C 0.86361 -0.36661 3.46830
O 1.27878 -0.14707 2.26593
H -3.61737 -0.37745 2.32295
H -3.24060 -0.01833 4.00882
H -3.13198 -1.68704 3.41434
H -1.87872 -1.16959 5.33451
H -0.22297 -1.13526 7.12575
H 2.12558 -0.55313 6.62743
H 2.82707 -0.13694 4.29039
O 0.60849 -4.17084 -0.57393
C -0.08447 -3.20717 -0.83691
O -0.16351 -2.16220 -0.06254
C -0.96417 -3.19896 -2.05995
C -1.65649 -2.06031 -2.45534
C -2.44168 -2.08351 -3.59143
C -2.54993 -3.24481 -4.33598
C -1.87240 -4.38765 -3.94088
C -1.07804 -4.36822 -2.80891
H -1.58976 -1.15887 -1.85961
H -2.97810 -1.19481 -3.88374
H -3.16454 -3.26060 -5.22228
H -1.96820 -5.29837 -4.51299
H -0.54793 -5.24874 -2.47759
C 2.13620 4.44052 -1.51420
O 0.87417 4.33359 -0.87379
C -0.00112 3.48359 -1.38720
O 0.23265 2.74158 -2.32172
C -1.31211 3.43064 -0.70584
C -1.91713 4.45476 -0.10259
As -3.54324 4.41283 0.99200
C -2.63957 4.04605 2.70763
C -4.11297 2.56582 0.72383
C -3.66320 1.63446 -0.11960
As -1.97975 1.63817 -1.08076
C -2.82515 2.18585 -2.79592
C -4.41089 0.38901 -0.38041
O -5.56404 0.32163 -0.72529
O -3.59511 -0.67484 -0.25873
C -4.19656 -1.95997 -0.32431
C -5.30294 2.36371 1.56065
O -5.99626 3.29068 1.92099
O -5.47669 1.10347 1.96710
C -6.59685 0.84984 2.80297
C -1.41564 5.84179 -0.19427
O -0.84228 6.34677 -1.12577
O -1.82085 6.53032 0.89254
C -1.46141 7.90090 0.97102
H 2.27358 5.47952 -1.81347
H 2.16571 3.79085 -2.38966
H 2.91864 4.15260 -0.80982
H -2.29456 4.97477 3.15798
H -1.78580 3.38834 2.55136
H -3.35981 3.57765 3.37717
H -3.39391 3.10546 -2.63975
H -3.50510 1.40799 -3.14377
H -2.04159 2.35160 -3.53291
H -3.63530 -2.57906 -1.02134
H -5.22644 -1.85338 -0.66561
H -4.17533 -2.40313 0.67283
H -6.55194 -0.20911 3.04778
H -7.52489 1.07964 2.27658
H -6.54224 1.45914 3.70851
H -2.27560 8.41297 1.47961
H -1.31202 8.30381 -0.03348
H -0.53906 7.99733 1.54750
O 0.99115 -0.10747 -4.25809
C 0.86420 -0.15057 -3.10131
N 0.77027 -0.25980 -1.92452
*
```

Computed properties:
LUMO energy (alpha / beta): -1.9 / -1.4 eV
highest occupied orbital energy (alpha / beta): -0.2929 / -0.2846 Eh
HOMO-LUMO gap (alpha / beta): 6.11 / 6.30 eV